# C24H24IN6O7P

4 unconnected molecules or ions with the total composition C24H24IN6O7P (ωB97M-V/def2-TZVPD, the OMol25 dataset).

Element x y z (Å)
C 2.4659 -2.2437 1.6049
P 1.3978 -2.8312 0.2112
O 0.6564 -4.2153 0.7739
C 0.0311 -1.5809 -0.0531
C 0.5840 -0.2471 -0.1068
N 0.9805 0.8334 -0.1980
C -1.2112 -1.6700 0.8739
I -0.7247 -1.7682 2.9714
C -1.9976 -0.4440 0.6863
N -2.5432 0.5757 0.6347
C -2.1609 -2.8828 0.4381
N -2.4709 -3.7939 1.5296
H 3.5023 -2.3249 1.3222
H 2.2265 -1.2070 1.8143
H 2.2190 -2.8401 2.4747
H 1.1892 -4.9117 0.3887
H -0.3370 -1.7722 -1.0575
H -1.6853 -3.3768 -0.4015
H -3.0928 -2.4372 0.1180
H -3.4761 -3.8998 1.5324
H -2.1182 -4.7107 1.2857
C -8.2075 -1.3981 3.6199
C -7.2674 -1.1715 2.6239
C -6.6104 -2.2388 2.0361
C -6.9090 -3.5235 2.4545
C -7.8378 -3.7658 3.4500
C -8.4891 -2.6930 4.0346
N -6.2305 -4.6589 1.8197
O -5.4023 -4.4138 0.9592
O -6.5281 -5.7719 2.1807
H -8.7231 -0.5625 4.0740
H -7.0479 -0.1629 2.3033
H -5.8794 -2.0616 1.2616
H -8.0581 -4.7729 3.7705
H -9.2193 -2.8665 4.8123
C 3.9086 1.4851 -2.8699
C 3.2785 0.3288 -2.4269
C 3.8555 -0.9105 -2.6554
C 5.0648 -0.9736 -3.3251
C 5.7025 0.1673 -3.7794
C 5.1171 1.4024 -3.5488
N 5.6915 -2.2820 -3.5483
O 5.1006 -3.2666 -3.1551
O 6.7663 -2.3068 -4.1098
H 3.4576 2.4583 -2.6852
H 2.3372 0.3968 -1.8975
H 3.3646 -1.8099 -2.3095
H 6.6437 0.1038 -4.3047
H 5.6043 2.3039 -3.8959
C 2.4359 7.4676 0.6448
C 1.7411 6.3487 0.2060
C 2.2044 5.6272 -0.8813
C 3.3648 6.0382 -1.5123
C 4.0657 7.1538 -1.0920
C 3.5943 7.8715 -0.0059
N 3.8708 5.2624 -2.6490
O 3.2210 4.2978 -3.0051
O 4.9066 5.6168 -3.1651
H 2.0742 8.0262 1.4978
H 0.8393 6.0361 0.7130
H 1.6641 4.7564 -1.2222
H 4.9678 7.4653 -1.5966
H 4.1322 8.7445 0.3361

Forces on atoms 1 to 3 (eV/Å):
C -1.309 0.167 -0.174
P 1.614 -0.374 -1.152
O -0.226 0.984 0.276

## Properties
HOMO level, eV: -9.0
Multiplicity: 1
E, Eh: -2422.89994
Orbital gap, eV: 8.1

natural (NBO) atomic charge list, values in e, 2 entries: -0.9703, 1.0635